52
Properties=species:S:1:pos:R:3:mulliken_charge:R:1 method="wB97M-V/def2-TZVPD" e_above_lowest_kj_mol=0.00 multiplicity=1 total_charge=-1 homo_ev=-7.479 lumo_ev=2.67 mol_weight_g_mol=351.28 orbital_gap_ev=10.145
O -2.2036 -0.4449 1.0982 -1.1535
C -1.1675 -0.0896 0.4756 0.5436
O -0.2462 -0.8702 0.1270 0.3153
C -0.9949 1.4178 0.1895 -0.3750
C -0.9612 1.7723 -1.2893 0.7122
C -0.2217 3.0908 -1.4471 0.3119
O -0.7180 4.1639 -1.2076 -0.6269
O 1.0777 3.0029 -1.7602 -0.7690
H -0.2848 -2.7971 -1.9478 0.4116
H -1.7893 1.9579 0.7172 0.4270
H -0.0559 1.7494 0.6845 -0.0922
H -0.4988 0.9854 -1.8803 -0.6179
H -1.9925 1.8709 -1.6834 0.3449
H -3.5088 -0.2934 -1.6430 0.3452
H -3.0326 -1.7015 -1.9889 0.3262
O -3.0259 -0.8067 -2.3323 -0.7501
H 0.0683 -0.8475 -2.8718 0.0866
H 1.9613 -0.3491 -0.0285 0.3638
O 2.2575 -0.7949 -0.8538 -0.7341
H 1.4277 2.0713 -2.2085 0.5048
H 2.3894 0.3542 -2.1596 0.4829
O 1.9937 0.9112 -2.8844 -0.7829
H -3.6442 0.1266 0.3550 0.4114
H -4.2032 1.4114 -0.3191 0.3103
O -4.3369 0.4694 -0.2835 -0.7778
H 2.2126 -1.7064 2.9266 0.4958
H 1.9414 -0.5942 3.9372 0.4086
O 2.6960 -1.0157 3.4539 -0.8821
H 0.5424 0.4211 2.7467 0.3916
H -0.4637 -0.5692 3.4555 0.4891
O 0.1222 0.2203 3.6028 -0.8787
H 2.1207 3.7382 1.0297 0.3022
H 2.0522 2.9517 -0.3378 0.4328
O 2.4889 2.9600 0.5455 -0.7649
H -1.4646 -0.7080 -3.1072 0.4805
H 1.2434 0.3484 -3.1802 0.4074
O -0.6270 -0.9073 -3.5583 -0.7280
H -2.1519 -2.0823 3.6906 0.2240
H -1.8472 -1.4230 2.2543 0.3811
O -1.4504 -1.9023 3.0739 -0.7310
H 1.8656 -3.3182 0.5980 0.3658
H 2.2431 -1.7686 -0.7150 0.4900
O 1.9988 -3.4441 -0.3580 -0.8657
H 0.6004 -1.8022 1.2314 0.4245
H 0.2252 -2.6533 2.4454 0.3063
O 1.0065 -2.4238 1.9193 -0.7377
H 2.3909 0.1059 2.1040 0.5170
H 2.1234 1.4109 1.2610 0.2331
O 1.7628 0.5346 1.4634 -0.9284
H 1.0604 -3.5903 -0.7461 0.4547
H -0.6167 -2.4894 -0.4614 0.3316
O -0.5475 -3.2188 -1.1246 -0.8377

***

18
Properties=species:S:1:pos:R:3:mulliken_charge:R:1 method="wB97M-V/def2-TZVPD" e_above_lowest_kj_mol=0.00 multiplicity=1 total_charge=-2 homo_ev=-0.414 lumo_ev=4.78 mol_weight_g_mol=442.54 orbital_gap_ev=5.194
Ag -0.9835 1.0408 1.4428 0.6016
C 1.1227 -0.4903 0.6263 0.9295
O 0.9699 -0.0650 1.8594 -0.8516
O 0.6092 0.2056 -0.3316 -0.8267
O 1.7606 -1.5762 0.4235 -0.8158
B 0.0283 3.9910 0.7582 0.6656
F -0.9101 3.1638 0.1039 -0.4273
F 0.2848 3.5054 2.0541 -0.4196
F 1.2058 4.0386 0.0193 -0.3928
F -0.4933 5.3131 0.8858 -0.4270
Br -1.9378 -1.6398 0.6460 -0.1986
C -0.6713 -2.7276 -0.3353 -0.6798
C -0.2619 -2.0508 -1.6040 -0.2934
Br 0.9724 -3.1168 -2.7018 -0.2764
H -1.0792 -3.7308 -0.4817 0.4037
H 0.2149 -2.9278 0.2701 0.4042
H 0.2631 -1.1122 -1.3693 0.1790
H -1.0945 -1.8209 -2.2657 0.4252

***

75
Properties=species:S:1:pos:R:3:mulliken_charge:R:1 method="wB97M-V/def2-TZVPD" e_above_lowest_kj_mol=41.27 multiplicity=1 homo_ev=-7.488 lumo_ev=-0.48 mol_weight_g_mol=855.49 orbital_gap_ev=7.008
Lu 1.1322 0.7657 0.0274 1.1935
Cl -0.9762 4.4049 -5.5285 -0.2241
C -0.6638 3.9431 -3.8948 0.2216
C 0.2762 2.9606 -3.6347 -1.0060
C 0.5516 2.5659 -2.3269 -0.1206
N 1.4447 1.5613 -1.9709 -0.1658
C 2.1827 0.8481 -2.8328 0.3815
O 2.1618 0.8250 -4.0603 -0.7657
C 3.1965 -0.0261 -2.1026 0.4370
C 3.8435 -1.0477 -2.7938 -0.6002
C 4.8175 -1.7915 -2.1521 -0.4400
C 5.1803 -1.4254 -0.8640 -0.5698
C 4.4907 -0.3923 -0.2492 -0.2994
N 3.4856 0.2698 -0.8214 -0.2352
C -0.1174 3.2248 -1.2449 0.6300
C -1.0707 4.1973 -1.5396 -0.9491
C -1.3564 4.5407 -2.8498 0.0220
Cl -2.5837 5.7087 -3.1685 -0.2288
N 0.2324 2.8169 0.0441 -0.2200
C -0.4827 3.1528 1.1227 0.0414
O -1.4707 3.8841 1.2244 -0.7519
C -0.0084 2.4567 2.3921 0.9314
C -0.6252 2.8234 3.5878 -0.7975
C -0.2881 2.1740 4.7563 -0.4014
C 0.6760 1.1762 4.7019 -0.8925
C 1.2545 0.8838 3.4803 -0.2461
N 0.9249 1.4896 2.3376 -0.3531
H 0.7991 2.4836 -4.4469 0.6987
H 3.5528 -1.2475 -3.8127 0.4775
H 5.2885 -2.6300 -2.6433 0.4445
H 5.9704 -1.9433 -0.3474 0.4272
H 4.7556 -0.0788 0.7546 0.4155
H -1.5971 4.6849 -0.7349 0.6678
H -1.3578 3.6158 3.5527 0.5081
H -0.7586 2.4366 5.6920 0.4651
H 0.9805 0.6423 5.5887 0.4408
H 2.0302 0.1302 3.4078 0.5267
C -3.1629 1.4262 0.0150 -1.7504
P -1.6815 0.3715 0.2946 2.0778
C -2.0626 -0.4601 1.8742 0.3547
C -2.7806 0.2002 2.8711 -0.8486
C -2.8944 -0.3560 4.1333 -0.7686
C -2.2835 -1.5644 4.4245 -0.5880
C -1.5368 -2.2080 3.4491 -0.9683
C -1.4214 -1.6605 2.1848 -0.5313
C -1.9650 -0.8063 -1.0789 0.6094
C -1.5231 -0.3095 -2.3075 -0.4684
C -1.6306 -1.0723 -3.4531 -0.5166
C -2.1647 -2.3497 -3.3760 -0.6527
C -2.6047 -2.8455 -2.1614 -0.6504
C -2.5159 -2.0762 -1.0114 -0.5054
H -4.0604 0.8332 0.1900 0.4565
H -3.1406 1.7638 -1.0210 0.5225
H -3.1423 2.3044 0.6572 0.4771
H -3.2522 1.1488 2.6673 0.3600
H -3.4567 0.1593 4.8978 0.4670
H -2.3888 -2.0066 5.4044 0.4089
H -1.0374 -3.1374 3.6799 0.4924
H -0.8369 -2.1658 1.4281 0.4447
H -1.1163 0.6961 -2.3624 -0.0492
H -1.2779 -0.6825 -4.3953 0.5134
H -2.2395 -2.9552 -4.2666 0.4066
H -3.0104 -3.8445 -2.1085 0.4445
H -2.8810 -2.4676 -0.0737 0.4908
F 1.7248 -5.7356 -0.0597 -0.3898
C 1.5862 -4.3884 0.0123 0.0374
C 1.8941 -3.7407 1.1898 -0.5945
C 1.7448 -2.3637 1.2488 -0.6710
C 1.2845 -1.5771 0.1719 0.7672
C 1.0063 -2.3151 -1.0011 0.2779
C 1.1470 -3.6919 -1.0949 -0.7991
H 2.2432 -4.3086 2.0383 0.4996
H 1.9884 -1.8834 2.1946 0.1743
H 0.6570 -1.7946 -1.8951 0.2732
H 0.9202 -4.2193 -2.0096 0.5331